No. 1
Formula: C58H52F7NO2
Source: the Open Molecules 2025 dataset
Level of theory: ωB97M-V with the def2-TZVPD basis set

XYZ file:
```
120
Properties=species:S:1:pos:R:3:forces:R:3
C 0.8773 -2.7744 -0.9868 -6.36 3.63 -7.10
C -0.1160 -2.4266 -1.9515 6.73 -1.61 5.78
C -1.1964 -1.8535 -3.0925 -0.15 0.10 2.22
C -0.8675 -0.2582 -3.2715 1.59 0.37 -0.03
C -1.3158 0.3926 -4.7070 -1.00 -1.25 0.19
N -0.8934 1.8356 -4.8706 1.12 1.43 0.21
C -1.3900 2.8330 -3.8249 -3.70 1.94 0.58
O -2.5996 3.4296 -3.8761 7.80 -4.13 0.40
C -0.1668 3.0287 -2.7525 2.58 -0.22 0.44
C -0.1204 3.5208 -1.1899 3.82 -1.29 -2.71
C 1.3919 3.5191 -0.4752 -1.08 -1.41 -4.23
C 2.7252 3.0288 -1.3504 -3.29 0.02 -1.26
C 2.6336 2.5502 -2.9472 -3.22 0.78 1.43
C 3.9241 2.0992 -3.8528 0.42 1.00 0.18
C 5.1134 1.3236 -3.0281 0.77 -0.66 -1.00
C 4.8162 -0.3071 -2.8684 0.17 0.86 0.22
C 1.1380 2.5431 -3.6177 -0.01 1.44 3.41
C 0.5828 2.1180 -5.1000 3.10 0.05 -2.25
O 1.2853 2.0823 -6.2473 -4.84 -0.17 7.33
H 1.8310 -2.6349 -0.2823 -2.75 -0.63 -2.14
H -1.1860 -2.4745 -4.0841 0.19 1.20 2.04
H -2.2588 -1.9164 -2.5531 2.26 -0.16 -1.45
H -1.3125 0.3869 -2.3852 0.79 -1.52 -1.79
H 0.3183 -0.1522 -3.1824 -2.55 -0.15 -0.19
H -2.5016 0.3811 -4.7426 2.50 0.04 -0.19
H -0.8735 -0.2534 -5.6083 -0.99 1.63 1.97
H -1.1044 3.8356 -0.6384 2.22 -0.68 -1.18
H 1.4340 3.8384 0.6575 0.20 -0.76 -2.64
H 3.7715 3.0355 -0.7885 -2.59 -0.07 -1.49
H 4.4113 3.1053 -4.2716 -1.18 -2.01 0.93
H 3.6041 1.4930 -4.8283 0.42 1.20 2.38
H 6.0900 1.3882 -3.7110 -2.11 0.12 1.48
H 5.4103 1.8300 -2.0064 -0.91 -0.96 -2.08
H 5.0711 -0.6081 -1.7550 -0.64 0.32 -2.42
H 3.6812 -0.4747 -3.1010 2.19 0.02 0.56
H 5.4951 -0.9130 -3.6343 -1.62 1.26 1.79
F 5.7039 -2.7249 -5.5384 0.19 -0.09 0.14
C 4.7595 -2.1715 -6.3107 -0.82 0.42 -0.65
C 4.8995 -0.8507 -6.7224 0.03 -0.02 0.04
C 3.9190 -0.2757 -7.5308 -0.15 -0.41 0.09
C 2.8027 -1.0254 -7.9098 0.02 0.02 0.01
C 2.6687 -2.3488 -7.4873 0.32 0.33 0.06
C 3.6548 -2.9269 -6.6882 0.07 -0.05 0.08
H 5.7692 -0.2813 -6.4113 -0.04 -0.09 -0.02
H 4.0230 0.7538 -7.8644 -0.02 -0.18 0.10
H 2.0360 -0.5751 -8.5366 0.15 -0.07 0.15
H 1.7970 -2.9291 -7.7801 0.19 0.07 0.06
H 3.5711 -3.9570 -6.3582 0.04 0.11 0.01
F 3.7949 5.4450 -0.3324 0.20 -0.12 0.21
C 3.4998 6.6708 -0.7850 -0.29 1.15 -0.43
C 3.2352 6.8553 -2.1377 0.02 -0.09 0.00
C 2.9229 8.1306 -2.6086 0.09 0.06 0.48
C 2.8894 9.2101 -1.7224 0.01 -0.06 -0.02
C 3.1615 9.0156 -0.3674 -0.03 -0.25 -0.34
C 3.4627 7.7384 0.1050 0.02 -0.10 0.03
H 3.2741 6.0065 -2.8125 -0.03 0.03 0.10
H 2.7068 8.2840 -3.6629 0.05 -0.07 0.19
H 2.6502 10.2054 -2.0909 0.05 -0.19 0.08
H 3.1389 9.8580 0.3197 0.00 -0.19 -0.10
H 3.6680 7.5677 1.1566 0.00 -0.02 -0.11
F 1.2987 -2.3369 1.6838 0.21 0.21 0.16
C 0.6050 -2.7277 2.7611 -0.67 -0.37 1.07
C -0.7780 -2.8467 2.6782 -0.02 0.02 -0.10
C -1.5002 -3.2586 3.7982 0.48 0.01 0.11
C -0.8317 -3.5365 4.9930 0.00 0.01 -0.05
C 0.5562 -3.4092 5.0676 -0.32 0.04 -0.30
C 1.2791 -3.0082 3.9444 0.09 0.04 -0.10
H -1.2809 -2.6185 1.7442 0.12 -0.03 0.04
H -2.5809 -3.3623 3.7414 0.22 0.05 -0.01
H -1.3958 -3.8534 5.8676 0.10 0.08 -0.17
H 1.0739 -3.6221 5.9998 -0.06 0.04 -0.19
H 2.3592 -2.9126 3.9823 -0.08 0.02 -0.04
F 4.2661 -3.4408 -0.1653 -0.09 0.18 -0.18
C 4.6304 -4.2514 0.8371 0.32 -0.71 0.87
C 3.6553 -4.7964 1.6652 -0.05 0.04 -0.06
C 4.0339 -5.6445 2.7058 0.42 0.14 -0.20
C 5.3856 -5.9297 2.9136 -0.05 0.03 -0.01
C 6.3573 -5.3737 2.0801 -0.43 0.02 0.01
C 5.9776 -4.5346 1.0329 -0.01 0.07 -0.06
H 2.6110 -4.5569 1.4937 0.11 -0.03 -0.03
H 3.2786 -6.0820 3.3540 0.09 0.11 -0.14
H 5.6808 -6.5877 3.7282 -0.05 0.13 -0.16
H 7.4090 -5.5938 2.2464 -0.19 0.05 -0.07
H 6.7189 -4.1010 0.3700 -0.10 -0.01 0.04
F -3.5677 -1.7777 5.6485 0.14 -0.32 0.04
C -3.3354 -0.5002 5.3186 0.28 1.35 -0.36
C -2.6763 0.3299 6.2186 -0.01 -0.11 0.03
C -2.4297 1.6587 5.8735 -0.24 -0.19 -0.38
C -2.8551 2.1458 4.6351 0.02 -0.05 0.06
C -3.5204 1.3060 3.7406 0.16 -0.05 0.37
C -3.7569 -0.0255 4.0815 -0.01 -0.11 0.05
H -2.3607 -0.0638 7.1793 -0.03 -0.01 -0.11
H -1.9082 2.3137 6.5669 -0.11 -0.15 -0.10
H -2.6665 3.1834 4.3681 -0.05 -0.20 0.04
H -3.8542 1.6885 2.7790 0.07 -0.10 0.15
H -4.2646 -0.6944 3.3946 0.03 0.03 0.08
F -4.4190 3.2978 0.2570 0.18 0.22 0.21
C -5.0370 2.3472 -0.4566 -0.61 -0.93 -0.71
C -4.8156 2.2678 -1.8271 0.10 0.14 0.07
C -5.4549 1.2751 -2.5696 -0.14 -0.08 0.48
C -6.3177 0.3786 -1.9343 0.05 0.02 -0.01
C -6.5373 0.4696 -0.5590 0.23 0.18 -0.27
C -5.8893 1.4554 0.1849 0.06 0.07 0.08
H -4.1486 2.9780 -2.3047 -0.07 -0.08 0.05
H -5.2825 1.1997 -3.6404 -0.01 0.10 0.18
H -6.8196 -0.3928 -2.5146 0.08 0.14 0.12
H -7.2125 -0.2267 -0.0674 0.14 0.14 -0.05
H -6.0416 1.5348 1.2562 -0.01 0.03 -0.08
F -7.8468 -1.6989 5.7171 -0.06 0.15 -0.19
C -7.4824 -2.5095 6.7195 0.31 -0.73 0.90
C -8.4575 -3.0545 7.5476 -0.06 0.04 -0.06
C -8.0790 -3.9026 8.5882 0.42 0.13 -0.20
C -6.7272 -4.1878 8.7960 -0.06 0.01 -0.01
C -5.7556 -3.6318 7.9625 -0.46 0.03 0.00
C -6.1353 -2.7927 6.9152 -0.06 0.10 -0.14
H -9.5019 -2.8150 7.3761 0.11 -0.01 -0.02
H -8.8343 -4.3401 9.2364 0.11 0.11 -0.13
H -6.4321 -4.8458 9.6106 -0.06 0.13 -0.15
H -4.7038 -3.8519 8.1287 -0.18 0.06 -0.08
H -5.3939 -2.3591 6.2523 -0.28 -0.11 0.18
```
Forces are in eV/Å.

Results
- E_tot (hartree) = -3144.98472
- spin multiplicity = 1
- LUMO (eV) = -1.21

***

No. 2
Formula: C58H53Cl2FN4O11PSeZr
Source: the Open Molecules 2025 dataset
Level of theory: ωB97M-V with the def2-TZVPD basis set

XYZ file:
```
132
Properties=species:S:1:pos:R:3:forces:R:3
Zr 0.0626 -0.5964 -0.3620 -0.78 -0.50 0.25
O 0.8432 -4.4122 1.5813 0.00 0.02 0.06
C 0.7746 -3.1976 1.5830 0.01 -0.01 -0.17
O 0.5620 -2.4778 0.5211 0.08 0.03 0.06
C 0.8156 -2.4300 2.9069 0.07 0.07 0.03
C -0.6170 -1.9414 3.1704 0.03 -0.04 0.00
C -0.7918 -1.4764 4.6151 0.00 0.01 0.03
C -0.0258 -0.1316 4.5955 0.01 -0.02 0.03
C 0.4341 -0.0676 3.1390 0.05 0.03 -0.03
O -0.6540 -0.7057 2.4336 0.03 0.01 0.14
C 1.5807 -1.0582 2.9029 -0.10 -0.20 -0.07
C 2.2807 -0.8745 1.5708 -0.10 0.40 -0.05
O 3.2951 -1.4740 1.3069 0.13 0.07 0.01
O 1.6738 -0.0369 0.7362 0.47 -0.12 0.12
H 1.1671 -3.1197 3.6709 0.03 0.05 0.03
H -1.3825 -2.6238 2.8163 -0.02 0.04 -0.05
H -0.3939 -2.1999 5.3266 0.01 0.01 0.00
H -1.8490 -1.3229 4.8332 0.00 -0.02 0.01
H 0.8184 -0.1072 5.2855 -0.01 0.01 0.01
H -0.6852 0.7049 4.8246 0.00 0.01 0.00
H 0.6075 0.9286 2.7417 -0.04 -0.01 -0.03
H 2.3428 -1.0164 3.6804 -0.02 -0.08 0.03
C -3.8817 -5.6749 2.6795 0.00 0.01 0.01
C -4.0765 -4.3564 3.0687 0.01 -0.02 -0.02
C -3.6744 -3.3230 2.2378 -0.08 0.03 -0.02
C -3.0862 -3.5842 0.9973 0.12 0.23 0.29
C -2.8932 -4.9097 0.6204 0.01 -0.02 -0.02
C -3.2897 -5.9449 1.4558 0.00 -0.01 -0.01
P -2.4313 -2.1844 0.0037 -0.13 -0.07 -0.66
C -2.6689 -2.8605 -1.6908 -0.05 -0.02 0.06
C -1.6171 -3.6127 -2.2096 0.05 -0.03 0.02
C -1.6785 -4.1123 -3.5030 0.00 0.00 0.01
C -2.7905 -3.8621 -4.2930 -0.02 0.02 0.01
C -3.8444 -3.1159 -3.7804 0.02 0.00 -0.02
C -3.7839 -2.6171 -2.4870 0.00 0.02 0.00
C -3.6712 -0.8749 0.1965 0.08 0.09 0.13
C -5.0171 -1.1357 0.2601 -0.07 0.00 -0.03
C -5.9488 -0.0925 0.4178 0.01 -0.06 0.00
C -5.5028 1.1942 0.5135 0.03 0.03 -0.01
C -4.1213 1.5003 0.4731 -0.08 0.07 0.01
C -3.6858 2.8479 0.5797 -0.03 -0.04 0.00
C -2.3546 3.1241 0.5731 0.02 -0.08 0.11
C -1.4110 2.0728 0.4498 0.12 0.20 0.07
C -1.7517 0.7492 0.3092 -0.14 0.07 -0.17
C -3.1647 0.4599 0.3252 0.07 -0.05 0.08
H -4.1844 -6.4858 3.3301 0.00 0.00 -0.01
H -4.5378 -4.1304 4.0222 0.00 0.00 0.00
H -3.8295 -2.2965 2.5508 0.01 0.00 0.00
H -2.4299 -5.1448 -0.3279 0.01 0.01 0.01
H -3.1249 -6.9691 1.1462 0.00 0.00 0.00
H -0.7310 -3.7855 -1.6072 0.02 0.04 -0.02
H -0.8433 -4.6765 -3.8980 0.00 -0.01 0.00
H -2.8315 -4.2353 -5.3087 -0.01 -0.01 0.00
H -4.7144 -2.9133 -4.3935 0.00 0.00 0.00
H -4.5991 -2.0143 -2.1082 0.00 0.00 0.00
H -5.3721 -2.1581 0.1924 0.01 0.00 0.01
H -7.0074 -0.3158 0.4653 0.00 0.00 -0.01
H -6.2081 2.0106 0.6289 0.01 0.00 0.01
H -4.4275 3.6348 0.6642 0.00 -0.01 0.01
H -2.0052 4.1479 0.6559 0.01 0.00 0.01
H -0.3647 2.3666 0.4459 0.00 -0.01 -0.06
Cl 0.0937 3.2253 -6.9104 0.00 -0.03 0.07
C 0.2716 2.5512 -5.3085 -0.01 0.00 -0.03
C 1.4632 2.7641 -4.6064 0.02 0.03 -0.04
C 1.6264 2.2638 -3.3431 0.17 0.18 0.11
Cl 3.1371 2.5169 -2.5345 -0.14 0.00 0.01
C 0.6120 1.5178 -2.6820 -0.11 -0.02 0.13
O 0.7446 1.1248 -1.4634 0.24 -0.24 -0.10
C -0.5481 1.2708 -3.4571 -0.20 -0.11 -0.14
C -1.5598 0.3594 -3.0030 0.16 0.09 0.07
O -1.4897 -0.3378 -1.9980 -0.22 -0.11 -0.27
C -0.7209 1.8032 -4.7467 0.05 0.02 -0.02
H 2.2724 3.3124 -5.0691 -0.01 0.01 0.01
H -2.4627 0.2663 -3.6248 0.01 -0.01 -0.04
H -1.6319 1.5907 -5.2927 0.00 0.01 0.00
C 0.7836 7.1728 0.4988 -0.02 0.02 -0.01
C 1.5944 7.0437 -0.7915 0.02 -0.02 0.09
C 2.2631 5.6791 -0.9746 -0.02 0.03 0.00
C 3.5776 5.4857 -0.2301 0.00 -0.06 0.10
N 3.4377 5.5119 1.2241 0.07 0.10 -0.07
C 2.8721 4.5152 1.9577 -0.08 -0.11 0.05
Se 2.3016 2.8972 1.3407 0.12 0.07 0.03
N 2.8598 4.9390 3.2579 -0.10 0.07 0.01
C 2.2105 4.2040 4.3350 0.10 -0.04 -0.03
C 0.6900 4.3100 4.2756 -0.01 0.02 -0.03
C 0.1359 5.7212 4.4474 0.02 0.00 0.04
C 0.2986 6.2755 5.8591 -0.01 0.01 0.00
C 3.4533 6.1877 3.3513 0.01 -0.06 0.07
C 3.7253 7.0083 4.4339 0.00 0.02 -0.02
C 4.3646 8.2138 4.1769 0.00 0.00 -0.02
C 4.7189 8.5838 2.8795 -0.01 0.00 0.02
C 4.4541 7.7570 1.7961 -0.01 0.01 0.02
C 3.8244 6.5508 2.0553 -0.03 -0.03 -0.09
H 0.2184 8.1068 0.5169 0.00 0.00 -0.01
H 1.4135 7.1609 1.3888 0.00 -0.01 0.00
H 0.0718 6.3483 0.5846 0.01 -0.01 0.01
H 2.3480 7.8387 -0.8380 -0.01 0.01 -0.02
H 0.9227 7.2107 -1.6368 0.00 0.00 -0.01
H 2.4837 5.5065 -2.0300 0.00 0.02 -0.03
H 1.5754 4.8851 -0.6734 0.02 -0.03 -0.05
H 4.2853 6.2758 -0.4849 0.02 -0.03 -0.04
H 4.0209 4.5264 -0.5004 -0.03 -0.01 0.01
H 2.6165 4.5784 5.2756 -0.01 0.01 0.00
H 2.5045 3.1593 4.2263 0.01 0.00 0.02
H 0.2764 3.6543 5.0489 0.01 -0.01 0.00
H 0.3778 3.8992 3.3129 -0.02 -0.01 0.02
H -0.9266 5.7057 4.1936 0.01 0.01 -0.03
H 0.6117 6.3919 3.7249 -0.02 0.01 0.00
H -0.1661 5.6106 6.5911 0.00 0.01 0.00
H -0.1670 7.2573 5.9570 0.00 0.00 -0.01
H 1.3476 6.3900 6.1367 0.00 -0.02 0.01
H 3.4605 6.7232 5.4423 -0.01 0.00 0.00
H 4.5953 8.8754 5.0014 -0.01 0.01 -0.01
H 5.2139 9.5313 2.7126 0.00 0.00 0.00
H 4.7321 8.0461 0.7920 0.00 0.00 0.00
F 5.6328 1.5226 -0.5567 -0.01 0.00 0.01
C 5.5956 0.2773 -1.0606 0.10 0.00 -0.02
C 4.4379 -0.3707 -1.2180 -0.08 0.02 -0.01
N 4.3718 -1.6354 -1.7526 0.06 -0.06 0.04
C 3.0870 -2.3165 -1.8620 0.04 0.01 -0.04
C 2.0330 -1.4306 -2.5298 0.05 -0.14 0.11
O 2.3462 -0.6708 -3.4224 -0.08 -0.02 -0.03
O 0.8242 -1.6043 -2.0621 0.19 0.25 -0.11
C 5.5063 -2.3090 -2.1378 0.01 0.05 -0.08
O 5.5125 -3.4313 -2.6073 0.00 0.00 0.02
N 6.6814 -1.5985 -1.9593 -0.04 -0.01 0.05
C 6.8595 -0.3284 -1.4192 -0.04 0.03 0.01
O 7.9666 0.1563 -1.2924 0.01 -0.01 -0.03
H 3.5029 0.0886 -0.9285 -0.02 -0.02 0.01
H 2.7501 -2.6681 -0.8880 -0.01 0.07 0.02
H 3.2515 -3.1768 -2.5096 -0.05 -0.05 0.06
H 7.5202 -2.0885 -2.2285 0.02 -0.02 -0.01
```
Forces are in eV/Å.

Results
- E_tot (hartree) = -7099.19639
- spin multiplicity = 1
- LUMO (eV) = 1.93
- net charge = -1
- ΔE to the lowest compared entry with this formula, charge and spin (kJ/mol) = 0.0

***

The highest LUMO belongs to which entry? C58H53Cl2FN4O11PSeZr